[1]
Molecular formula: C3H12NOS
Method: DFT, ωB97M-V/def2-TZVPD

Structure (XYZ):
```
18
Properties=species:S:1:pos:R:3
C -1.08 -1.70 -0.20
C 0.30 -1.07 -0.18
C 0.29 0.42 -0.67
S 1.98 0.94 -0.58
N 0.73 -1.05 1.31
H -1.59 -1.62 -1.13
H -1.84 -1.26 0.44
H -0.91 -2.72 0.17
H 1.06 -1.70 -0.68
H -0.22 0.63 -1.76
H -0.37 0.99 -0.02
H 2.15 2.00 -1.48
H 1.27 -1.91 1.59
H 1.20 -0.15 1.43
H -0.10 -1.31 1.85
H -0.20 3.30 -0.14
H -1.55 2.89 0.41
O -1.14 3.31 -0.35
```

Calculated values
Multiplicity   2
LUMO energy (spin up / spin down)   -8.6 / -13.7 eV
Total charge   +2
E_tot   -648.88694 a.u.
Highest occupied orbital energy (spin up / spin down)   -18.7 / -18.7 eV

These are the natural (NBO) partial charges, in e, on atoms 1 to 5: atom 1 (C): -0.665, atom 2 (C): -0.042, atom 3 (C): -0.701, atom 4 (S): 0.679, atom 5 (N): -0.714

[2]
Molecular formula: C3H12NOS
Method: DFT, ωB97M-V/def2-TZVPD

Structure (XYZ):
```
18
Properties=species:S:1:pos:R:3
C 0.31 0.54 0.86
C -0.73 0.48 -0.28
C -0.89 1.92 -0.84
S -1.94 1.99 -2.31
N 0.38 -0.83 1.54
H 1.33 0.70 0.47
H 0.15 1.42 1.53
H -1.65 -0.04 0.04
H -0.43 -0.18 -1.11
H 0.04 2.40 -1.18
H -1.48 2.41 -0.04
H -0.85 1.98 -3.13
H 0.09 -1.62 0.85
H 1.27 -1.08 1.96
H -0.42 -0.75 2.17
H 1.94 -3.58 0.40
H 1.40 -2.92 -0.94
O 1.48 -2.82 0.00
```

Calculated values
Multiplicity   2
LUMO energy (spin up / spin down)   -7.6 / -12.5 eV
Total charge   +2
E_tot   -648.96330 a.u.
Highest occupied orbital energy (spin up / spin down)   -19.0 / -19.0 eV

These are the natural (NBO) partial charges, in e, on atoms 1 to 5: atom 1 (C): -0.235, atom 2 (C): -0.433, atom 3 (C): -0.591, atom 4 (S): 0.782, atom 5 (N): -0.688

[3]
Molecular formula: C3H12NOS2
Method: DFT, ωB97M-V/def2-TZVPD

Structure (XYZ):
```
19
Properties=species:S:1:pos:R:3
N 0.52 2.03 -0.40
C 0.16 1.15 -1.56
C -1.20 0.45 -1.41
S -1.67 -0.18 0.22
S -1.63 -2.13 0.36
C -0.14 -2.89 1.00
H -0.30 2.46 0.01
H 1.15 2.75 -0.75
H 1.01 1.49 0.33
H 0.84 0.34 -1.71
H 0.08 1.80 -2.43
H -1.97 1.19 -1.63
H -1.32 -0.30 -2.19
H -0.46 -3.23 1.99
H 0.76 -2.29 1.16
H 0.27 -3.76 0.48
H 0.88 -0.28 2.09
H 1.96 0.75 2.41
O 1.07 0.67 2.03
```

Calculated values
LUMO energy   -3.4 eV
Total charge   +1
E_tot   -1047.61330 a.u.
Highest occupied orbital energy   -12.4 eV

These are the natural (NBO) partial charges, in e, on atoms 1 to 5: atom 1 (N): -0.688, atom 2 (C): -0.239, atom 3 (C): -0.592, atom 4 (S): 0.096, atom 5 (S): 0.155

[4]
Molecular formula: C3H12NOS2
Method: DFT, ωB97M-V/def2-TZVPD

Structure (XYZ):
```
19
Properties=species:S:1:pos:R:3
N -0.12 -1.23 -0.11
C 0.78 -0.06 0.31
C 0.70 0.01 1.84
C 0.46 1.16 -0.60
S 1.76 1.39 -1.93
S 1.27 1.52 -3.95
H -0.91 -1.47 0.56
H -0.53 -1.11 -1.09
H 0.54 -2.06 -0.13
H 1.94 -0.13 0.09
H 0.40 0.91 2.43
H 0.14 -0.83 2.22
H 1.69 -0.28 2.36
H -0.61 1.11 -0.76
H 0.52 2.14 0.05
H 0.83 2.67 -4.31
H -2.76 -0.63 0.66
H -3.49 -1.62 1.32
O -2.62 -1.48 1.07
```

Calculated values
LUMO energy   -3.4 eV
Total charge   +1
E_tot   -1047.55657 a.u.
Highest occupied orbital energy   -12.5 eV

These are the natural (NBO) partial charges, in e, on atoms 1 to 5: atom 1 (N): -0.735, atom 2 (C): -0.086, atom 3 (C): -0.676, atom 4 (C): -0.583, atom 5 (S): 0.090

[5]
Molecular formula: C3H12NS
Method: DFT, ωB97M-V/def2-TZVPD

Structure (XYZ):
```
17
Properties=species:S:1:pos:R:3
C 2.74 -0.22 -1.85
N 1.75 0.74 -1.08
H 3.70 0.18 -1.64
H 2.62 -1.23 -1.27
H 2.68 -0.55 -2.86
H 0.92 0.37 -0.46
H 1.32 1.24 -1.96
H 2.26 1.44 -0.66
C -3.06 -0.56 0.90
C -1.72 -0.18 1.66
S -0.61 1.34 1.39
H -2.95 -0.26 -0.21
H -3.89 -0.05 1.37
H -3.29 -1.63 0.96
H -1.82 -0.24 2.74
H -0.99 -0.88 1.47
H 0.34 0.50 1.51
```

Calculated values
LUMO energy   -3.9 eV
Total charge   +1
E_tot   -574.10993 a.u.
Highest occupied orbital energy   -13.0 eV

These are the natural (NBO) partial charges, in e, on atoms 1 to 5: atom 1 (C): -0.435, atom 2 (N): -0.714, atom 3 (H): 0.235, atom 4 (H): 0.239, atom 5 (H): 0.266

[6]
Molecular formula: C3H12O2S
Method: DFT, ωB97M-V/def2-TZVPD

Structure (XYZ):
```
18
Properties=species:S:1:pos:R:3
C 2.13 1.27 -0.22
C 1.73 0.63 1.11
S 0.49 -0.71 0.90
C 1.53 -1.88 0.01
H 2.93 2.00 -0.12
H 2.43 0.51 -0.93
H 1.25 1.79 -0.57
H 2.49 0.19 1.74
H 1.21 1.35 1.75
H 1.56 -1.63 -1.06
H 1.11 -2.87 0.09
H 2.55 -1.96 0.32
O -2.55 -0.42 -0.49
H -1.69 -0.12 -0.80
H -2.94 -1.00 -1.14
O -5.08 0.83 -0.01
H -4.22 0.37 -0.05
H -4.93 1.63 -0.53
```

Calculated values
LUMO energy   0.6 eV
E_tot   -670.15165 a.u.
SMILES   CCSC.O.O
Highest occupied orbital energy   -8.8 eV

These are the natural (NBO) partial charges, in e, on atoms 1 to 5: atom 1 (C): -0.622, atom 2 (C): -0.508, atom 3 (S): 0.178, atom 4 (C): -0.763, atom 5 (H): 0.214

[7]
Molecular formula: C3H12O2S2
Method: DFT, ωB97M-V/def2-TZVPD

Structure (XYZ):
```
19
Properties=species:S:1:pos:R:3
C 0.12 -2.32 -1.02
C 0.39 -1.59 0.28
S -1.02 -0.41 0.53
S -0.82 0.18 2.55
C 0.97 0.05 2.91
H 0.97 -2.98 -1.21
H -0.80 -2.88 -0.87
H -0.01 -1.62 -1.84
H 1.27 -0.98 0.31
H 0.34 -2.24 1.14
H 1.19 -1.01 2.90
H 1.13 0.42 3.93
H 1.47 0.71 2.21
O -1.48 1.29 -2.56
H -2.42 1.23 -2.82
H -1.58 1.63 -1.66
O 0.46 3.49 -1.71
H -0.31 3.07 -2.12
H 0.13 3.97 -0.95
```

Calculated values
LUMO energy   0.5 eV
E_tot   -1068.33220 a.u.
SMILES   CCSSC.O.O
Highest occupied orbital energy   -8.0 eV

These are the natural (NBO) partial charges, in e, on atoms 1 to 5: atom 1 (C): -0.625, atom 2 (C): -0.487, atom 3 (S): 0.034, atom 4 (S): 0.048, atom 5 (C): -0.737

[8]
Molecular formula: C3H12O3
Method: DFT, ωB97M-V/def2-TZVPD

Structure (XYZ):
```
18
Properties=species:S:1:pos:R:3
C 0.06 0.95 -0.61
C -0.05 -0.54 -0.55
C -0.44 -1.09 0.80
O 1.28 -1.06 -0.88
H 0.51 1.26 -1.56
H 0.67 1.36 0.19
H -0.92 1.44 -0.59
H -0.69 -0.97 -1.32
H -1.33 -0.67 1.25
H 0.36 -1.05 1.56
H -0.56 -2.18 0.74
H 1.17 -2.00 -1.08
O -3.63 0.67 0.50
H -3.75 1.24 1.27
H -2.67 0.65 0.43
O 3.19 1.01 0.03
H 4.11 0.75 0.12
H 2.71 0.23 -0.29
```

Calculated values
LUMO energy   0.6 eV
E_tot   -347.20613 a.u.
SMILES   CC(C)O.O.O
Highest occupied orbital energy   -10.8 eV

These are the natural (NBO) partial charges, in e, on atoms 1 to 5: atom 1 (C): -0.640, atom 2 (C): 0.088, atom 3 (C): -0.641, atom 4 (O): -0.758, atom 5 (H): 0.232

[9]
Molecular formula: C3H12O3
Method: DFT, ωB97M-V/def2-TZVPD

Structure (XYZ):
```
18
Properties=species:S:1:pos:R:3
C -0.34 2.18 1.22
C 0.99 1.95 0.79
C 1.35 1.17 -0.38
H -0.58 2.89 2.00
H -0.99 1.41 0.83
H 1.81 2.60 1.20
H 1.87 1.67 -1.13
H 0.41 0.77 -0.91
H 2.02 0.30 -0.07
O -2.00 -0.44 -0.37
H -1.54 -1.26 -0.83
H -2.88 -0.53 -0.66
O -0.26 -2.41 -1.54
H 0.63 -2.16 -1.19
H -0.02 -2.83 -2.42
O 0.56 -1.27 0.80
H 0.97 -1.16 1.67
H -0.10 -0.57 0.67
```

Calculated values
LUMO energy   0.6 eV
E_tot   -347.16291 a.u.
SMILES   C=CC.O.O.O
Highest occupied orbital energy   -9.1 eV

These are the natural (NBO) partial charges, in e, on atoms 1 to 5: atom 1 (C): -0.431, atom 2 (C): -0.170, atom 3 (C): -0.672, atom 4 (H): 0.206, atom 5 (H): 0.208

[10]
Molecular formula: C3H12O3
Method: DFT, ωB97M-V/def2-TZVPD

Structure (XYZ):
```
18
Properties=species:S:1:pos:R:3
C 2.58 0.55 -1.85
C 1.13 0.03 -1.79
C -0.01 1.13 -1.93
O -1.12 0.34 -2.38
H 2.55 1.57 -1.43
H 3.24 -0.04 -1.21
H 3.02 0.47 -2.83
H 0.90 -0.71 -0.97
H 0.81 -0.62 -2.59
H 0.24 1.80 -2.79
H -0.29 1.79 -0.98
H -1.58 0.92 -2.98
O 1.70 -1.51 6.81
H 1.66 -2.47 6.66
H 2.52 -1.18 6.41
O -4.07 -0.17 0.13
H -3.12 -0.05 0.26
H -4.07 -1.00 -0.36
```

Calculated values
LUMO energy   0.8 eV
E_tot   -347.17034 a.u.
SMILES   CCCO.O.O
Highest occupied orbital energy   -10.5 eV

These are the natural (NBO) partial charges, in e, on atoms 1 to 5: atom 1 (C): -0.624, atom 2 (C): -0.436, atom 3 (C): -0.063, atom 4 (O): -0.735, atom 5 (H): 0.208

[11]
Molecular formula: C3H12O4
Method: DFT, ωB97M-V/def2-TZVPD

Structure (XYZ):
```
19
Properties=species:S:1:pos:R:3
C 0.71 -2.90 1.09
C 0.59 -1.86 1.93
C 1.25 -0.49 1.73
O 1.01 0.44 2.76
H -0.11 -3.60 1.04
H 1.67 -3.02 0.60
H -0.10 -2.06 2.77
H 0.90 -0.21 0.74
H 2.33 -0.64 1.74
H 0.26 0.21 3.33
O -0.23 -0.45 -2.27
H -0.72 -0.01 -1.56
H -0.88 -0.35 -2.99
O -0.83 2.67 -3.19
H -0.36 2.82 -4.02
H -0.12 2.56 -2.57
O -1.73 1.34 -0.54
H -2.05 1.77 -1.34
H -1.80 2.07 0.08
```

Calculated values
LUMO energy   0.5 eV
E_tot   -422.39060 a.u.
SMILES   C=CCO.O.O.O
Highest occupied orbital energy   -9.0 eV

These are the natural (NBO) partial charges, in e, on atoms 1 to 5: atom 1 (C): -0.411, atom 2 (C): -0.201, atom 3 (C): -0.103, atom 4 (O): -0.721, atom 5 (H): 0.206

[12]
Molecular formula: C3H12O4
Method: DFT, ωB97M-V/def2-TZVPD

Structure (XYZ):
```
19
Properties=species:S:1:pos:R:3
C 2.53 -0.24 1.13
C 1.35 -0.18 0.30
C 0.20 -0.56 0.92
O -0.95 -0.49 0.35
H 3.02 -1.23 0.77
H 3.14 0.64 1.10
H 2.27 -0.22 2.31
H 1.34 0.15 -0.74
H 0.11 -0.59 2.08
H -1.25 0.15 -0.34
O -0.54 3.67 0.97
H 0.38 3.80 1.29
H -0.63 2.74 1.23
O -1.45 0.02 -4.86
H -1.13 -0.84 -5.29
H -0.61 0.50 -4.63
O -2.88 -2.50 1.42
H -2.25 -1.71 1.22
H -2.66 -3.08 0.76
```

Calculated values
LUMO energy   0.2 eV
E_tot   -422.36531 a.u.
SMILES   C/C=C/O.O.O.O
Highest occupied orbital energy   -9.0 eV

These are the natural (NBO) partial charges, in e, on atoms 1 to 5: atom 1 (C): -0.631, atom 2 (C): -0.305, atom 3 (C): 0.136, atom 4 (O): -0.741, atom 5 (H): 0.222

[13]
Molecular formula: C3H12O4S
Method: DFT, ωB97M-V/def2-TZVPD

Structure (XYZ):
```
20
Properties=species:S:1:pos:R:3
C 0.79 -0.88 -1.06
O -0.42 -1.55 -1.35
C 0.99 -0.47 0.46
C 2.38 0.06 0.77
S 2.42 0.74 2.55
H 1.51 -1.75 -1.30
H 1.03 -0.02 -1.77
H 0.71 -1.45 1.00
H 0.21 0.27 0.66
H 2.78 0.94 0.27
H 3.21 -0.74 0.75
H -3.07 -0.99 -0.21
H -1.43 -1.05 -0.42
O -2.25 -0.87 0.26
H -2.35 0.76 -1.45
H -1.12 -0.05 -1.92
O -1.73 0.70 -2.14
H -1.32 1.57 1.08
H -0.80 2.39 2.20
O -1.55 2.38 1.61
```

Calculated values
LUMO energy   6.1 eV
Total charge   -2
E_tot   -820.59437 a.u.
Highest occupied orbital energy   0.3 eV

These are the natural (NBO) partial charges, in e, on atoms 1 to 5: atom 1 (C): -0.045, atom 2 (O): -0.944, atom 3 (C): -0.448, atom 4 (C): -0.509, atom 5 (S): -0.818